ORCA calculation (ωB97M-V with the def2-TZVPD basis set) on a molecular structure, C27H30AsCrN4O5.

Its orbital gap (alpha / beta) is 5.727 / 7.136 eV. Its spin multiplicity is 5. Its energy relative to the best compared isomer or geometry (same formula, charge and spin) is 74.4 kJ/mol. The total energy comes out at -4922.5076 hartree. As for the charge: -1. The calculation puts the highest occupied orbital energy (alpha / beta) at -3.53 / -5.36 eV.

XYZ file:
```
68
Properties=species:S:1:pos:R:3:mulliken_spin:R:1
Cr 0.179 0.918 -0.139 3.11
C 1.393 -2.208 -2.816 0.01
C 0.652 -1.166 -2.041 0.14
N 1.174 -0.557 -0.990 0.15
N 2.130 -1.141 -0.159 -0.03
C 1.748 -0.901 1.060 0.04
O 0.625 -0.300 1.375 0.01
C 2.638 -1.334 2.169 -0.01
C 3.904 -1.857 1.913 0.01
C 4.715 -2.258 2.961 -0.01
C 4.273 -2.144 4.274 0.01
C 3.016 -1.619 4.533 -0.01
C 2.203 -1.214 3.484 0.01
C -0.693 -0.808 -2.281 0.25
C -1.459 -1.211 -3.403 0.00
C -2.791 -0.930 -3.465 0.07
C -3.410 -0.234 -2.395 0.16
C -2.614 0.172 -1.353 -0.01
N -1.300 -0.061 -1.272 0.07
H 2.292 -2.486 -2.270 0.00
H 1.693 -1.819 -3.792 0.01
H 0.786 -3.100 -2.982 0.00
H 4.242 -1.929 0.889 0.00
H 5.700 -2.656 2.752 0.00
H 4.912 -2.456 5.091 0.00
H 2.667 -1.520 5.554 0.00
H 1.221 -0.800 3.668 0.01
H -0.967 -1.742 -4.208 0.01
H -3.372 -1.237 -4.326 0.01
H -4.467 -0.014 -2.392 0.01
H -3.040 0.727 -0.523 -0.01
O 2.594 5.577 -4.731 0.00
C 1.563 4.919 -4.947 0.00
O 0.804 4.882 -5.934 0.00
C 1.157 3.966 -3.795 0.00
C -0.092 3.356 -3.792 0.00
C -0.452 2.525 -2.749 0.02
N 0.371 2.285 -1.723 -0.11
C 1.586 2.862 -1.718 0.02
C 2.009 3.702 -2.726 0.01
C 2.410 2.586 -0.471 -0.01
O 3.530 3.027 -0.352 0.01
O 1.759 1.905 0.434 -0.03
H -0.757 3.542 -4.625 0.00
H -1.414 2.029 -2.729 0.00
H 2.982 4.170 -2.678 0.00
C -3.210 3.754 -0.222 0.00
C -2.985 3.113 1.142 0.00
As -1.174 2.441 1.444 0.03
C -1.404 1.529 3.147 -0.01
C -2.171 0.220 3.007 0.01
C -0.195 4.022 2.021 0.01
C 0.188 4.995 0.915 0.00
H -4.253 4.054 -0.342 0.00
H -2.971 3.064 -1.033 0.01
H -2.595 4.641 -0.366 0.00
H -3.654 2.260 1.277 0.00
H -3.197 3.813 1.955 0.00
H -1.901 2.224 3.830 0.00
H -0.395 1.347 3.521 0.00
H -3.178 0.377 2.613 0.00
H -2.279 -0.269 3.977 0.00
H -1.641 -0.464 2.345 0.00
H 0.699 3.630 2.509 0.00
H -0.812 4.506 2.785 0.00
H 0.868 4.536 0.200 0.00
H 0.693 5.865 1.336 0.00
H -0.678 5.360 0.362 0.00
```